(1)
Below is C26H41N2O10PYb as an isolated structure at a distorted geometry, with properties calculated with ωB97M-V/def2-TZVPD.

The geometry in XYZ format:
```
81
Properties=species:S:1:pos:R:3:forces:R:3
Yb -0.137744 0.117551 0.483997 -0.98 -0.67 -0.16
O -1.400152 2.298113 -0.152603 0.14 -0.03 -0.01
C -2.784761 2.471258 0.138831 0.10 -0.02 -0.08
C -3.243541 1.562742 1.258408 -0.03 -0.15 -0.03
N -2.855125 0.161942 1.078753 0.06 0.09 0.13
C -2.944402 -0.519298 2.369249 -0.18 -0.05 -0.22
C -1.810777 -0.038583 3.258503 0.59 0.26 -0.15
O -1.981592 0.124357 4.455018 0.03 -0.07 0.04
O -0.710959 0.180114 2.604053 -0.21 -0.05 0.53
C -3.583390 -0.490552 0.004014 -0.05 -0.02 0.17
C -2.937752 -0.265968 -1.357723 0.48 0.04 -0.03
O -3.609616 -0.387573 -2.370023 -0.02 -0.03 -0.03
O -1.668792 -0.005132 -1.314228 -0.19 0.03 0.01
H -1.377052 1.695140 -0.923024 -0.05 0.17 -0.26
H -3.368304 2.313760 -0.770584 -0.03 -0.04 -0.03
H -2.933573 3.505332 0.449976 -0.02 0.08 -0.01
H -4.335306 1.651853 1.350355 -0.09 0.01 0.05
H -2.813795 1.913229 2.196176 0.05 -0.02 0.04
H -2.806764 -1.585475 2.199300 -0.01 -0.07 0.04
H -3.898552 -0.353604 2.877789 -0.09 0.01 0.00
H -4.632842 -0.185511 -0.046837 -0.10 0.01 0.02
H -3.555053 -1.566956 0.179321 -0.02 -0.02 -0.02
O -1.119742 -2.421923 0.709363 -0.02 0.01 -0.22
C -0.919007 -3.357000 -0.355028 0.04 0.10 0.10
C -0.456868 -2.691097 -1.642973 0.07 0.04 0.01
N 0.613168 -1.730139 -1.398313 0.09 0.27 -0.08
C 1.856455 -2.363945 -0.952305 -0.11 0.01 -0.16
C 2.144832 -2.220902 0.535589 -0.34 0.33 0.30
O 3.112104 -2.782320 1.009571 0.09 -0.08 0.03
O 1.310751 -1.457838 1.185392 0.18 -0.16 0.00
C 0.856837 -0.860804 -2.558665 -0.16 -0.23 0.07
C 1.580920 0.407671 -2.129026 -0.19 0.32 0.60
O 2.528583 0.818556 -2.766677 0.06 0.17 -0.09
O 1.076789 0.964993 -1.053367 0.56 -0.04 -0.83
H -0.238218 -2.296603 1.115029 0.04 -0.15 0.27
H -1.868437 -3.857434 -0.538758 -0.07 -0.04 0.01
H -0.206445 -4.119832 -0.029113 0.04 -0.01 0.02
H -1.282279 -2.153026 -2.099368 -0.05 0.03 -0.01
H -0.133704 -3.475641 -2.344066 -0.01 -0.05 -0.03
H 2.704034 -1.918034 -1.474760 0.05 0.03 -0.01
H 1.869985 -3.429827 -1.189055 0.04 -0.10 -0.08
H -0.109824 -0.561355 -2.960776 -0.02 0.01 -0.04
H 1.440864 -1.359604 -3.334990 0.04 -0.08 -0.06
C 1.357345 1.916745 4.663999 0.01 0.01 -0.01
C 2.424059 1.617209 3.598738 -0.16 0.01 0.04
C 2.668849 0.102471 3.628668 0.06 -0.04 -0.02
C 3.737206 2.312712 3.966225 0.01 -0.01 0.08
P 1.781501 2.058366 1.868373 0.28 -0.07 0.20
C 3.360238 2.075793 0.927090 0.02 0.02 -0.10
C 4.169157 3.177364 0.653481 0.13 -0.08 -0.01
C 5.362666 3.036307 -0.047170 -0.07 -0.04 0.03
C 5.777681 1.785359 -0.482860 -0.07 0.03 0.00
C 4.979990 0.679605 -0.227012 0.00 0.04 0.01
C 3.784180 0.830836 0.458203 0.01 -0.07 0.02
C 1.096743 3.809922 1.869439 -0.10 0.07 -0.12
C 1.071355 4.262108 0.388062 -0.03 0.05 0.04
C -0.354907 3.725855 2.388870 0.06 0.07 0.06
C 1.795334 4.887386 2.703384 -0.03 0.13 -0.03
H 1.691088 1.475406 5.610623 -0.02 0.04 -0.05
H 0.390032 1.473804 4.420089 0.05 -0.01 -0.03
H 1.228957 2.985882 4.836424 0.00 0.01 -0.02
H 2.966023 -0.170349 4.647977 0.02 0.01 -0.05
H 3.474112 -0.204947 2.959126 -0.03 0.02 -0.03
H 1.779345 -0.467328 3.369413 -0.03 0.05 0.00
H 4.023637 1.987926 4.974421 0.00 0.04 -0.06
H 3.659055 3.399762 3.979503 -0.03 0.03 -0.02
H 4.545557 2.037992 3.286273 -0.05 0.00 0.01
H 3.888636 4.162818 0.986483 -0.04 0.08 0.04
H 5.967915 3.912257 -0.252003 -0.02 -0.02 0.01
H 6.704256 1.676844 -1.035267 -0.04 0.01 0.03
H 5.272227 -0.302763 -0.578058 -0.01 0.02 0.03
H 3.165721 -0.041658 0.633308 0.07 0.12 0.03
H 0.959098 3.442541 -0.319996 -0.04 -0.11 0.04
H 1.984441 4.795781 0.124951 0.02 -0.03 0.00
H 0.227264 4.942635 0.232862 0.08 -0.01 0.03
H -0.393375 3.666694 3.474998 0.04 -0.02 0.06
H -0.888125 2.866012 2.001184 0.05 -0.03 -0.06
H -0.893461 4.629762 2.079524 0.05 -0.04 0.05
H 2.838792 5.044124 2.436580 0.02 -0.03 -0.04
H 1.748576 4.678595 3.770911 0.00 -0.02 0.01
H 1.267170 5.835308 2.533309 0.06 -0.05 0.03
```
Positions in Å, forces in eV/Å.

Output
Gap between HOMO and LUMO (spin up / spin down), eV: 8.7085 / 8.7161
E_HOMO (spin up / spin down), eV: -6.0789 / -6.0873
Multiplicity: 2
Total charge: -1
Strongest force on any atom, Eh/bohr: 0.023
LUMO energy (spin up / spin down), eV: 2.6 / 2.6



(2)
Below is C30H28N12PTi as an isolated structure at a distorted geometry, with properties calculated with ωB97M-V/def2-TZVPD.

The geometry in XYZ format:
```
72
Properties=species:S:1:pos:R:3:forces:R:3
Ti -0.094788 0.576011 -0.320529 0.82 -3.08 -1.71
C 1.104912 5.656011 0.941771 -0.20 0.35 0.40
N 1.242212 4.405011 0.239271 0.01 -0.55 -0.20
C 2.176612 4.146611 -0.727529 -0.77 -0.86 0.24
C 1.936312 2.850411 -1.113229 0.87 0.26 -0.05
N 0.889212 2.324711 -0.409529 0.37 2.55 -0.01
C 0.479212 3.273011 0.405171 0.07 1.30 0.35
P -0.906488 3.092211 1.570871 0.17 0.78 0.51
C -0.403488 1.526811 2.350371 -0.12 0.45 1.31
N -0.059588 0.445811 1.683471 0.79 0.04 2.26
C 0.243312 -0.502989 2.619271 0.28 -0.68 0.25
C 0.082712 -0.000289 3.887271 -0.08 0.24 -1.07
N -0.329788 1.292111 3.703471 0.05 -0.35 -0.90
C -0.629288 2.222011 4.763271 -0.19 0.54 0.28
C -2.141388 2.427111 0.412571 -0.79 1.13 -0.02
N -1.920888 1.414511 -0.398029 -0.75 4.17 -2.50
C -3.079688 1.222711 -1.096829 -0.30 0.65 -2.15
C -4.033188 2.133011 -0.711529 1.03 -0.22 -0.20
N -3.424388 2.894411 0.249571 0.75 -0.84 -0.08
C -4.044887 3.989511 0.951771 -0.13 0.53 0.49
H 1.860112 6.361311 0.584471 -0.18 -0.20 0.08
H 0.108412 6.060311 0.746771 0.19 0.13 0.19
H 1.251012 5.476411 2.009971 -0.07 0.27 -0.10
H 2.907212 4.873111 -1.052229 -0.11 -0.11 0.09
H 2.457212 2.264411 -1.858529 0.17 0.46 1.18
H 0.559412 -1.494889 2.325471 0.08 0.23 0.16
H 0.223212 -0.442589 4.862771 -0.01 0.10 -0.15
H -0.475288 1.736411 5.730571 -0.03 0.10 -0.26
H 0.041112 3.080811 4.676171 -0.22 -0.03 0.19
H -1.673688 2.531511 4.673571 0.19 0.11 0.20
H -3.160388 0.439111 -1.838129 -0.04 0.09 0.14
H -5.052488 2.291011 -1.032729 0.15 -0.03 0.07
H -5.071788 4.115811 0.598671 0.26 -0.06 0.07
H -4.052887 3.761211 2.020671 -0.07 0.26 -0.13
H -3.476388 4.901311 0.751971 -0.21 -0.05 0.18
C 1.835512 1.989911 -3.743529 0.44 -0.87 -1.04
C 0.646412 1.688211 -3.103129 -0.60 -1.00 -0.41
N 0.473612 0.551011 -2.394329 0.85 1.10 -1.37
C 1.541312 -0.281189 -2.332829 -0.17 0.61 -0.36
C 2.733612 0.034811 -2.975729 0.62 1.02 -1.17
N 2.909512 1.170011 -3.699429 -1.36 -0.83 0.85
C 1.280412 -1.493189 -1.572129 0.20 -1.52 0.05
C 1.905513 -2.723089 -1.801729 -0.36 0.25 -0.04
C 1.458012 -3.878589 -1.138529 0.01 0.32 -0.03
C 0.403412 -3.725989 -0.232229 0.12 0.31 -0.20
C -0.145788 -2.465789 -0.060729 0.77 -0.28 -0.61
N 0.266512 -1.345489 -0.693229 3.37 -2.84 -1.18
C -1.318188 -2.109789 0.664171 -1.04 0.58 -0.13
C -2.022388 -2.810889 1.625871 -1.37 0.36 0.71
N -3.129488 -2.301289 2.220671 0.98 0.66 -1.02
C -3.484588 -1.062289 1.800671 0.36 -1.32 0.33
C -2.773788 -0.369189 0.832871 -0.45 -1.47 1.21
N -1.673388 -0.880589 0.239671 -3.23 0.12 2.26
C 2.008712 -5.215889 -1.447429 0.28 -0.63 -0.17
C 2.207912 -6.177889 -0.447829 -0.18 0.25 -0.14
C 2.684812 -7.433589 -0.796129 0.23 -0.30 -0.79
N 2.983712 -7.799589 -2.057929 -0.37 0.97 0.23
C 2.793512 -6.870189 -3.014229 0.15 -0.67 0.58
C 2.315712 -5.592189 -2.763429 -0.04 0.27 0.26
H 1.956412 2.905111 -4.311529 -0.10 -0.03 0.05
H -0.207588 2.354011 -3.142429 0.11 0.07 0.01
H 3.602512 -0.611189 -2.928429 -0.11 -0.06 0.12
H 2.700912 -2.796889 -2.536929 -0.09 0.01 0.11
H -0.033088 -4.584889 0.265571 0.04 0.09 -0.05
H -1.723988 -3.795589 1.962671 0.11 0.00 -0.08
H -4.364787 -0.635689 2.268271 0.03 0.00 -0.07
H -3.068188 0.621011 0.505671 -0.85 -2.19 2.09
H 2.000012 -5.965889 0.595871 0.03 0.05 -0.09
H 2.840012 -8.201689 -0.043429 -0.02 0.15 -0.02
H 3.034512 -7.188789 -4.024829 -0.05 0.11 0.09
H 2.165412 -4.916789 -3.599729 -0.02 -0.01 0.12
H 1.665812 0.576011 -0.320529 -0.19 -0.98 0.80
```
Positions in Å, forces in eV/Å.

Output
Gap between HOMO and LUMO (spin up / spin down), eV: 6.2294 / 6.8387
E_HOMO (spin up / spin down), eV: -12.2816 / -13.2571
Multiplicity: 2
Total charge: +2
Strongest force on any atom, Eh/bohr: 0.096
LUMO energy (spin up / spin down), eV: -6.1 / -6.4



(3)
Below is C7H14PSTi as an isolated structure at a distorted geometry, with properties calculated with ωB97M-V/def2-TZVPD.

The geometry in XYZ format:
```
24
Properties=species:S:1:pos:R:3:forces:R:3
C -0.745738 -0.252889 -1.595560 0.94 -0.77 0.51
C 0.471574 -0.595132 -2.203485 0.04 -0.30 -0.56
C 1.553591 0.316161 -2.132939 -0.02 -0.27 0.28
C 1.291482 1.617089 -1.633574 0.20 0.61 -0.10
C 0.062792 1.897587 -1.026459 1.19 -0.05 0.77
Ti 0.449018 0.212346 -0.154179 -1.04 -0.12 -0.70
P -0.251231 -2.103660 0.905776 -0.16 -0.89 0.48
H -1.669032 -0.780548 -1.791104 -0.19 0.26 -0.09
H 0.638282 -1.571583 -2.667157 -0.24 0.41 -0.17
H 2.547295 0.037783 -2.481830 -0.27 0.05 0.22
H -0.238529 2.901246 -0.754836 -0.44 -0.02 -0.42
H 2.096480 2.352466 -1.677858 -0.32 0.00 -0.19
H 0.356577 -2.528798 2.119016 -0.13 -0.01 -0.24
H -0.091967 -3.321953 0.190042 0.02 0.42 0.11
H -1.596626 -2.317902 1.319131 0.34 0.18 -0.17
C -0.025849 2.609600 2.241160 -0.24 0.56 0.13
S -0.960835 1.134300 1.743695 0.41 0.19 0.17
C -1.073825 0.288996 3.351009 -0.31 -0.02 0.13
H 0.656218 2.904282 1.439309 -0.18 -0.08 0.23
H 0.532509 2.395141 3.158270 -0.08 0.08 -0.31
H -0.746927 3.415855 2.421760 0.32 -0.14 0.04
H -0.364990 0.755562 4.043418 -0.14 -0.32 -0.19
H -2.091373 0.416186 3.741632 0.32 -0.07 -0.12
H -0.862569 -0.776890 3.228448 -0.03 0.28 0.16
```
Positions in Å, forces in eV/Å.

Output
Gap between HOMO and LUMO, eV: 8.0545
E_HOMO, eV: -11.8960
Multiplicity: 1
Total charge: +1
Strongest force on any atom, Eh/bohr: 0.028
ΔE to the lowest compared entry with this formula, charge and spin, kcal per mole: 0.0
LUMO energy, eV: -3.8



no.,E_tot (Eh)
1,-3377.65973
2,-3007.36046
3,-1863.75225